No. 1
DFT (ωB97M-V with the def2-TZVPD basis set) results for a 6-piece molecular cluster, C26H62IO27P5S overall.

Summary:
structure (SMILES)	O=C(O)C[C@H]1OS(=O)(=O)C[C@@H](CC(=O)I)[C@H]1CCCO.COP(=O)(OC)OC.COP(=O)(OC)OC.COP(=O)(OC)OC.COP(=O)(OC)OC.COP(=O)(OC)OC
HOMO-LUMO gap	0.3373	Eh
calculated total energy	-5462.0767	hartree
HOMO level	-9.69	eV

Each line ends with the Mulliken charge.
Element x y z (Å)
I -1.46874 -1.77548 5.00340  0.0220
S -1.89949 -4.57346 -0.59073  1.3308
P 0.30590 3.11029 6.23526  0.8861
P 3.67232 3.67387 -1.94308  0.7011
P -2.67150 -6.09249 -6.86892  0.8847
P 6.62129 -2.82984 -0.03878  0.8955
P -6.16364 3.59888 -0.95419  0.9535
O 4.70196 2.41002 -1.82599  0.0590
O -5.07468 4.05926 -2.05556  -0.2542
O -3.88560 -1.44516 3.43467  -0.4604
O 7.45876 -2.92937 -1.24402  -0.6845
O 3.60010 5.15464 -2.54038  -0.3916
O -0.64526 -4.08285 0.22963  -0.5233
O 3.92282 4.00247 -0.38121  -0.2356
O -2.08310 -4.66526 -6.46981  -0.3936
O -1.06746 2.26323 6.00410  -0.1635
O 7.60537 -2.48940 1.17388  -0.3760
O -0.56958 4.45157 6.46621  -0.2572
O -6.17416 2.08743 -1.61705  -0.1771
O 2.36631 3.05367 -2.22265  -0.6019
O -2.85671 -7.03002 -8.19872  -0.2385
O -5.60318 3.29996 0.38413  -0.6212
O 0.72610 -4.28360 2.99712  -0.5603
O -0.11452 2.53704 1.42281  -0.4245
O -2.06557 -5.95865 -0.29051  -0.7398
O -6.90112 5.00805 -0.69464  -0.4343
O 1.43547 3.31843 7.34721  -0.3834
O 1.00534 3.05006 4.94155  -0.5727
O 5.66537 -1.52771 0.01186  -0.2389
O -1.46122 -7.04729 -6.38096  -0.3037
O -3.92487 -6.25634 -6.11609  -0.6549
O 5.30026 -3.73778 -0.35023  -0.2217
O -1.73598 -4.29372 -1.98561  -0.6158
O 2.13442 -4.09113 1.30981  -0.3377
C -0.21564 5.65879 7.11130  -0.6659
C -6.28714 6.10459 -0.02132  -0.6659
C -1.65496 -0.40975 0.82824  -1.2758
C -1.41295 1.20758 6.93060  -0.8035
C 8.58962 -1.45996 1.10736  -0.6465
C -0.41652 -6.77901 -5.46314  -0.5742
C -2.61734 -6.44535 -9.49611  -0.7159
C -3.34686 -3.74330 0.01061  -1.3925
C 1.07865 -3.67066 2.04145  0.0523
C 2.50037 6.03467 -2.30178  -0.6392
C 2.47272 4.29162 7.23613  -0.6690
C -1.76582 -1.84844 0.30932  0.1021
C -1.95443 -4.22033 -5.11429  -0.7113
C -2.93292 -2.59797 0.98362  -0.3872
C 3.69477 5.19893 0.33984  -0.6861
C -0.45507 -2.63961 0.33547  0.1056
C -4.66630 5.36289 -2.42479  -0.6729
C -7.39422 1.59348 -2.21514  -0.7842
C -2.91245 -2.10429 3.42711  -0.1997
C -2.63073 -3.15742 2.38506  -0.2177
C -0.78561 1.91466 0.33560  -0.8098
C -0.48626 0.41186 0.25592  -0.1298
C 0.41722 -2.38059 1.59085  -0.7329
C 5.90076 2.45518 -2.63752  -0.7807
C 4.89012 -4.74996 0.60061  -0.6829
C 5.83966 -0.25371 0.59552  -0.5589
H 4.10732 6.06368 -0.17751  0.2792
H 2.07617 -3.73207 0.41485  0.3989
H -1.58905 -6.08621 -9.58074  0.3181
H -1.85510 2.07057 0.50011  0.2577
H 0.14115 -2.29683 -0.50771  0.9125
H -0.78244 -6.82256 -4.43627  0.2665
H -3.99361 5.78157 -1.67555  0.3163
H 9.49425 -1.84278 1.57627  0.2520
H -0.62975 2.43304 2.22668  0.2071
H 6.50503 3.33215 -2.39359  0.3422
H -3.85814 -3.24477 -0.80316  0.5834
H -3.30959 -5.62200 -9.68230  0.3374
H -7.19361 0.59626 -2.59531  0.2218
H 4.86386 0.22938 0.59116  0.1971
H 6.18012 -0.31893 1.62793  0.3229
H 1.62079 5.49528 -1.95764  0.3037
H 2.59303 4.63351 6.21069  0.3272
H -5.51897 6.01531 -2.60528  0.2787
H 3.39421 3.82504 7.57942  0.2422
H 2.27215 5.12679 7.90211  0.2831
H -3.98069 -4.42589 0.56099  0.4589
H -0.64726 0.43163 6.92723  0.2911
H -5.42402 5.78601 0.55805  0.3442
H 0.32215 -7.57015 -5.58151  0.2817
H -3.80845 -1.95946 1.05571  0.9458
H 5.64617 2.47180 -3.69857  0.3704
H -1.67800 -0.35275 1.91624  -0.3138
H -0.25186 0.08721 -0.75617  0.3778
H -7.03524 6.53836 0.63979  0.2392
H -8.19058 1.53432 -1.47108  0.3666
H 4.67340 -4.30030 1.56870  0.2959
H -2.56590 -4.80375 -4.43322  0.4113
H -4.10510 5.27027 -3.35302  0.2716
H -1.65386 -3.61231 2.49692  0.2445
H 1.22036 -1.71410 1.29310  0.5586
H -3.35403 -3.94446 2.60740  0.5113
H 2.78730 6.80051 -1.58644  0.2863
H 2.63166 5.32338 0.55032  0.3390
H 0.06766 -5.82777 -5.67446  0.2684
H 8.26761 -0.60063 1.69055  0.2546
H -0.15617 -1.97861 2.41188  -0.0579
H -0.54200 2.40609 -0.59925  0.3371
H -7.71169 2.23033 -3.04344  0.3309
H -2.56334 0.08849 0.48927  0.9685
H -1.53396 1.60008 7.94335  0.3145
H 4.20668 5.09772 1.29514  0.2472
H -2.04727 -1.75252 -0.74194  0.6392
H -1.13647 6.21701 7.27150  0.2584
H 6.50572 0.36083 -0.01328  0.2490
H 3.98998 -5.21125 0.21400  0.1881
H -0.91233 -4.24989 -4.81181  0.2652
H -6.01138 6.87503 -0.73796  0.2869
H 0.37422 0.26987 0.90533  0.1796
H 2.28130 6.54082 -3.24040  0.2376
H 5.65990 -5.51656 0.70620  0.4064
H 0.24369 5.47628 8.08105  0.2794
H 6.47620 1.55806 -2.42861  0.1826
H 0.42745 6.26547 6.47153  0.2960
H 8.80119 -1.17332 0.07972  0.3408
H -2.25964 -3.17586 -5.08020  0.3420
H -2.35216 0.77870 6.60090  0.2975
H -2.78312 -7.21838 -10.24061  0.2363

---

No. 2
DFT (ωB97M-V with the def2-TZVPD basis set) results for a 10-piece molecular cluster, C26H62N10O10 overall.

Summary:
structure (SMILES)	CNC(C)=O.CNC(C)=O.CNC(C)=O.CNC(C)=O.CNC(C)=O.CNC(C)=O.CC(N)=O.CC(N)=O.CC(N)=O.CC(N)=O
HOMO-LUMO gap	0.3166	Eh
energy relative to the best compared isomer or geometry (same formula, charge and spin)	27.9	kcal per mole
calculated total energy	-2327.9849	hartree
HOMO level	-8.90	eV

Each line ends with the Mulliken charge.
Element x y z (Å)
O -4.25762 2.68209 -0.10571  -0.5904
O -3.25643 -5.90761 2.40900  -0.6607
O -0.34527 2.20691 3.00800  -0.6884
O 1.01361 3.55063 -1.36249  -0.4701
O 0.35463 -1.34435 -0.05580  -0.8110
O 6.11161 3.08278 0.95207  -0.7025
O 2.10883 -5.29100 -2.72232  -0.7089
O 4.27745 -1.18244 0.22369  -0.6280
O -3.35395 -0.83756 6.06240  -0.6967
O -5.23820 -1.27778 -0.76079  -0.6241
N -0.28922 3.74242 1.42939  0.0180
N -4.38498 -0.30679 -2.65881  -0.1268
N 1.03181 0.66750 -0.79550  0.4015
N 6.60352 2.68340 -1.20574  -0.1757
N 1.04484 -3.43187 -1.89273  0.4059
N 1.57093 4.85999 -3.08424  -0.3895
N 3.89392 -1.57385 -1.94849  0.2268
N -2.29937 0.75436 4.91570  -0.1801
N -6.05106 3.30372 0.93543  -0.3916
N -1.74983 -4.37575 2.87386  -0.1509
C 1.91643 -4.46249 -1.83173  0.7724
C 0.69537 4.20203 -2.34495  0.6459
C 1.76809 2.70189 2.09321  -0.7504
C -0.80489 4.48277 -2.66329  -1.1234
C -2.73806 -0.46804 5.08379  0.3443
C -1.65466 4.14023 1.57320  -1.1176
C 8.01276 2.87650 -1.17321  -0.9683
C -2.40252 -1.46753 3.95449  -0.1658
C 0.09934 -0.16820 -0.37369  0.3853
C -5.19324 2.40637 0.62430  0.6354
C 0.00975 -3.31454 -2.87609  -1.0755
C -5.38409 1.01982 1.34982  -0.8722
C -2.58558 -5.72101 4.67170  -0.9211
C -1.28486 0.40268 -0.26809  0.4065
C -2.56258 -5.34991 3.22156  0.6334
C -3.55151 -2.49747 -1.95694  -0.6264
C 5.73722 2.79973 -0.19470  0.3411
C -5.07991 0.97845 -2.67290  -0.5509
C 4.28717 2.53998 -0.51742  -0.4574
C 4.64774 -1.23386 -0.92750  0.8315
C 4.32166 -1.98162 -3.29299  -0.9949
C -1.73376 -3.67016 1.59984  -1.4225
C 6.13589 -0.98483 -1.14318  -1.4278
C -4.47896 -1.29558 -1.72439  0.5623
C 2.75208 -4.51116 -0.46828  -0.8893
C 0.29393 2.89720 2.20125  0.7048
H -0.98135 -3.63534 -2.55529  0.2022
H 2.90850 -1.68554 -1.75727  0.0570
H -1.74081 4.98736 2.25368  0.4133
H -5.68794 0.96851 -1.76829  0.1126
H 8.36130 3.11743 -0.16893  0.3536
H 0.34665 -3.84356 -3.76758  0.4422
H 3.64921 3.41737 -0.41112  0.4214
H -2.79005 -2.39505 -1.18377  -0.1762
H -1.44395 3.59995 -2.68178  0.1675
H -4.34496 1.78109 -2.61203  0.1039
H -0.82497 4.74177 -3.72188  0.4490
H -3.27271 -2.00230 3.57386  0.2810
H -4.07248 -3.43224 -1.74982  0.3783
H 1.31789 5.70928 -3.56879  0.2083
H -5.74527 1.15191 2.36972  0.4747
H -1.65930 -4.40096 0.79455  0.5188
H -1.43600 1.44878 -0.53443  0.2192
H -5.90978 4.23766 0.57782  0.2587
H -3.56220 -5.60387 5.14137  0.2633
H 6.45288 -0.65374 -0.15424  0.3303
H 2.54408 4.59634 -3.02460  0.2248
H 2.27823 -5.34538 0.04909  0.3571
H -1.01621 -2.85074 1.55797  0.5086
H 0.81046 1.55513 -1.22354  -0.1076
H -5.75964 0.99490 -3.52484  0.3487
H -3.82867 -0.57935 -3.45651  0.1901
H -2.28356 3.29122 1.84112  0.2733
H -6.85384 3.16591 1.53263  0.1783
H 6.24687 2.28398 -2.06211  0.2609
H 5.32804 -2.39902 -3.32592  0.3368
H -1.89441 -5.02492 5.14693  0.2587
H 3.79135 -4.60906 -0.78198  0.2472
H -1.63248 0.24217 0.75245  -0.3355
H -1.86069 -0.99093 3.13756  0.0230
H 2.66129 -3.53768 0.01358  0.1779
H -1.91709 -0.23321 -0.88779  -0.2709
H 0.20273 4.17468 0.66048  0.1440
H -6.11068 0.46804 0.75340  0.3680
H -0.17780 -2.29042 -3.19874  0.3032
H -2.20187 4.43019 0.67621  0.2979
H -4.43071 0.49156 1.33887  -0.0128
H 6.26336 -0.18864 -1.87662  0.2698
H -2.71965 -3.24524 1.41119  0.3355
H 3.95886 1.81376 0.22617  -0.0005
H 4.10571 2.16924 -1.52624  0.2664
H -1.75477 -2.11190 4.54888  0.0315
H 2.00338 0.43788 -0.64242  -0.1491
H 0.91221 -2.87959 -1.05758  0.0222
H 2.27830 3.58727 1.71390  0.3818
H -2.21971 -6.72796 4.87248  0.2951
H 8.48691 1.97310 -1.55681  0.2876
H 6.77323 -1.81452 -1.44901  0.4418
H 4.36810 -1.12441 -3.96465  0.2984
H -3.09531 -2.50842 -2.94682  0.3621
H 2.21881 2.43259 3.04843  0.4493
H -1.80647 0.98944 4.06606  0.2020
H -2.60499 1.52892 5.48732  0.2371
H -1.09817 -4.14213 3.60929  0.3330
H 2.01312 1.88115 1.41908  -0.1850
H 3.54980 -2.69086 -3.59183  0.3050
H -1.30775 5.27746 -2.11220  0.2865
H 8.20694 3.67492 -1.88940  0.3228